ORCA calculation (wB97M-V/def2-TZVPD) on C33H29N2PPtS4 as an isolated structure.

As for the expectation value of S²: 6.04. The energy above the lowest of the compared OMol25 structures with the same formula, charge and spin is 8.18 kcal per mole. The calculated total energy is -93546.369 eV. The spin multiplicity is 5. The net charge is 0.

Last column: Löwdin spin population.
Geometry (Å):
Pt 0.03 -0.18 0.17  0.497
C 1.59 2.45 2.74  0.005
C 0.50 3.49 2.78  0.004
C 0.74 4.70 3.43  -0.001
C -0.23 5.68 3.51  0.002
C -1.48 5.47 2.93  0.002
C -1.73 4.28 2.28  0.011
C -0.75 3.28 2.20  0.039
P -1.18 1.71 1.35  0.157
C -2.42 2.28 0.15  0.013
C -3.74 1.83 0.22  0.010
C -4.66 2.20 -0.75  0.001
C -4.27 3.01 -1.80  0.005
C -2.95 3.46 -1.87  0.001
C -2.01 3.10 -0.92  0.004
C -0.60 3.59 -1.04  0.004
C -2.10 0.76 2.59  0.012
C -2.61 1.31 3.76  0.006
C -3.25 0.51 4.70  0.003
C -3.38 -0.85 4.45  0.005
C -2.88 -1.40 3.29  0.009
C -2.23 -0.61 2.34  0.024
C -1.69 -1.22 1.08  0.175
H 2.57 2.91 2.87  0.001
H 1.60 1.89 1.81  0.002
H 1.45 1.73 3.55  0.001
H 1.71 4.87 3.87  0.000
H -0.02 6.61 4.02  0.000
H -2.24 6.23 2.99  0.000
H -2.70 4.12 1.83  0.001
H -4.05 1.19 1.04  0.000
H -5.68 1.84 -0.69  0.000
H -4.98 3.30 -2.57  0.000
H -2.65 4.09 -2.70  0.000
H -0.41 3.97 -2.05  0.000
H 0.14 2.80 -0.84  0.002
H -0.40 4.40 -0.34  0.000
H -2.48 2.37 3.96  0.001
H -3.63 0.95 5.61  0.000
H -3.87 -1.48 5.18  0.000
H -2.97 -2.47 3.11  0.001
H -2.46 -1.19 0.31  0.005
H -1.41 -2.26 1.22  0.011
S -1.33 0.04 -1.66  0.411
S -1.53 -1.72 -2.58  0.283
S 0.20 -2.89 -2.37  0.366
S 0.99 -2.56 -0.63  0.612
C 1.54 -1.34 5.68  0.041
C 0.52 -1.78 4.84  -0.003
C 0.57 -1.51 3.49  0.034
C 1.61 -0.77 2.93  0.014
C 2.65 -0.36 3.78  0.037
C 2.60 -0.64 5.13  -0.003
N 1.62 -0.45 1.56  0.317
N 2.85 -0.18 1.12  0.337
C 2.89 0.21 -0.18  0.054
C 4.12 0.59 -0.74  0.078
C 4.19 0.95 -2.07  0.015
C 3.05 0.96 -2.87  0.099
C 1.82 0.61 -2.32  0.032
C 1.73 0.26 -0.98  0.241
H 1.51 -1.56 6.74  0.003
H -0.31 -2.35 5.24  -0.001
H -0.20 -1.89 2.84  0.002
H 3.48 0.19 3.36  0.003
H 3.41 -0.31 5.77  -0.001
H 5.00 0.58 -0.11  0.003
H 5.15 1.23 -2.49  -0.001
H 3.11 1.23 -3.91  0.007
H 0.95 0.62 -2.95  0.005


ORCA calculation (wB97M-V/def2-TZVPD) on an isolated ion of composition C6H13N2 and charge +1 at a distorted geometry.

The energy above the lowest of the compared OMol25 structures with the same formula, charge and spin is 78.22 kcal per mole. The calculated total energy is -9403.476 eV. The net charge is +1.

Last column: natural (NBO) charge in e.
Geometry (Å):
C 0.62 0.80 0.32  0.526
C -0.65 -0.78 1.04  -0.212
C -0.28 -0.68 -1.33  -0.213
C -0.52 -1.67 -0.12  -0.283
C -1.77 -2.53 -0.35  -0.600
C 1.72 2.98 0.56  -0.443
N 0.69 0.37 -0.92  -0.609
N 1.08 1.83 1.02  -0.560
H -0.32 -0.75 2.12  0.252
H -1.51 -0.24 0.86  0.186
H 0.24 -1.45 -1.95  0.244
H -1.26 -0.25 -1.70  0.228
H 0.50 -2.22 0.04  0.226
H -1.75 -3.38 0.26  0.244
H -1.89 -2.59 -1.37  0.227
H -2.71 -2.00 -0.08  0.222
H 2.44 3.17 1.35  0.233
H 1.13 3.90 0.46  0.231
H 2.09 2.92 -0.53  0.225
H 1.48 0.56 -1.66  0.443
H 0.68 2.00 1.97  0.434


ORCA calculation (wB97M-V/def2-TZVPD) on a 10-piece molecular cluster, C14H46N9O17 overall at a distorted geometry.

The calculated total energy is -63483.778 eV. The net charge is -1.

Last column: Mulliken charge in e.
Geometry (Å):
N -0.11 -0.67 -1.02  0.894
O -1.28 -0.34 -0.68  -0.563
O 0.91 0.10 -0.80  -0.710
O 0.11 -1.84 -1.37  -0.770
C -3.70 3.22 -1.16  0.593
O -4.43 3.67 -0.32  -0.639
N -3.98 1.98 -1.76  -0.567
N -2.53 3.80 -1.50  -0.324
H -4.61 1.42 -1.13  0.229
H -3.26 1.38 -2.01  0.289
H -1.95 3.42 -2.18  0.193
H -2.05 4.44 -0.93  0.242
C 2.12 3.85 -0.70  0.575
O 3.17 4.41 -0.95  -0.701
N 1.86 3.02 0.39  -0.138
N 1.08 4.00 -1.61  -0.419
H 1.14 2.35 0.46  0.101
H 2.61 2.90 1.06  0.127
H 0.34 3.25 -1.69  0.198
H 1.45 4.37 -2.49  0.225
C 4.19 -2.70 0.26  0.557
O 5.23 -2.22 -0.25  -0.781
N 2.98 -2.16 -0.01  0.060
N 4.12 -3.78 1.05  -0.404
H 2.83 -1.31 -0.57  -0.108
H 2.22 -2.73 0.19  0.251
H 5.03 -4.19 1.16  0.239
H 3.47 -3.81 1.84  0.192
C 4.97 2.57 1.70  0.354
O 5.03 3.50 2.45  -0.662
N 5.04 2.73 0.37  -0.325
N 5.06 1.20 2.15  -0.339
H 4.90 3.65 0.03  0.329
H 4.63 2.03 -0.22  0.170
H 5.45 1.07 3.05  0.226
H 5.45 0.64 1.43  0.179
C -1.61 2.32 2.13  0.111
C -2.40 3.48 2.77  -0.830
O -2.58 4.61 2.03  -0.599
O -2.33 1.76 1.00  0.261
H -1.46 1.64 2.92  0.363
H -0.67 2.82 1.82  -0.151
H -1.90 3.96 3.61  0.397
H -3.37 3.10 3.11  0.337
H -3.18 4.40 1.29  0.271
H -1.63 1.24 0.56  0.064
C -3.78 -1.31 1.82  -0.123
C -4.71 -0.37 0.95  -0.081
O -4.76 -0.87 -0.41  -0.561
O -3.79 -2.66 1.48  -0.626
H -4.05 -1.14 2.85  0.592
H -2.71 -0.91 1.63  -0.200
H -4.34 0.66 1.07  -0.093
H -5.77 -0.42 1.30  0.339
H -3.86 -0.74 -0.79  0.190
H -3.59 -2.68 0.48  0.431
C -0.55 -2.71 2.46  0.546
C 0.72 -2.76 3.27  -0.595
O 1.47 -3.90 2.88  -0.502
O -1.25 -3.92 2.55  -0.634
H -0.23 -2.55 1.42  -0.180
H -1.16 -1.85 2.87  0.098
H 0.58 -2.84 4.31  0.376
H 1.37 -1.90 2.95  0.259
H 0.78 -4.58 2.84  0.296
H -2.13 -3.81 2.14  0.386
C -3.10 -4.04 -2.14  -0.425
C -3.87 -3.17 -3.17  -0.420
O -3.02 -2.17 -3.75  -0.584
O -2.71 -3.16 -1.10  -0.260
H -2.22 -4.42 -2.54  0.344
H -3.78 -4.76 -1.80  0.322
H -4.77 -2.63 -2.75  0.196
H -4.22 -3.83 -3.96  0.392
H -2.77 -1.47 -3.09  0.315
H -1.77 -2.91 -1.21  0.109
C 4.51 0.30 -2.79  -0.536
C 3.15 -0.05 -3.55  -0.378
O 2.26 0.84 -3.07  -0.452
O 4.41 0.25 -1.33  -0.228
H 4.80 1.28 -2.92  0.293
H 5.24 -0.44 -3.18  0.324
H 2.93 -1.10 -3.47  0.288
H 3.41 0.20 -4.58  0.408
H 2.11 0.56 -2.17  0.190
H 4.82 -0.54 -0.93  0.188


ORCA calculation (wB97M-V/def2-TZVPD) on C15H16CdO3 as an isolated structure at a distorted geometry.

The calculated total energy is -26494.624 eV. The net charge is +2.

Last column: natural (NBO) charge in e.
Geometry (Å):
C 2.69 0.71 1.78  -0.608
C 1.34 1.33 1.12  -0.423
C 1.45 1.24 -0.48  -0.412
C 0.20 1.85 -1.29  -0.416
C -1.01 2.41 -0.41  -0.488
C -2.08 1.35 0.08  0.098
C -2.11 -0.06 0.17  -0.263
C -0.94 -1.03 -0.24  0.133
C -0.68 -1.47 -1.75  -0.038
C 0.45 -2.44 -2.18  -0.225
C 1.38 -3.06 -1.11  -0.252
C 1.14 -2.65 0.42  -0.286
C 0.01 -1.65 0.82  -0.191
C -3.55 -0.41 0.80  0.785
O -3.95 -1.55 1.08  -0.490
O -4.33 0.76 1.05  -0.441
C -3.48 1.84 0.67  0.737
O -3.68 3.07 0.77  -0.441
H 3.59 1.19 1.24  0.237
H 2.66 -0.41 1.55  0.162
H 2.75 0.91 2.91  0.245
H 0.39 0.90 1.57  0.190
H 1.38 2.46 1.38  0.233
H 2.42 1.71 -0.87  0.247
H 1.52 0.11 -0.74  0.160
H -0.23 1.14 -2.09  0.200
H 0.62 2.75 -1.89  0.261
H -1.58 3.16 -1.09  0.288
H -0.68 3.05 0.49  0.281
H -1.36 -1.04 -2.57  0.288
H 0.54 -2.66 -3.31  0.301
H 2.20 -3.77 -1.46  0.264
H 1.85 -3.12 1.19  0.237
H -0.14 -1.40 1.92  0.296
Cd 1.22 -5.22 0.45  1.335


ORCA calculation (wB97M-V/def2-TZVPD) on C4H4S as an isolated structure at a distorted geometry.

The energy above the lowest of the compared OMol25 structures with the same formula, charge and spin is 151.20 kcal per mole. The calculated total energy is -15041.123 eV. The net charge is 0.

Last column: natural (NBO) charge in e.
Geometry (Å):
C -2.23 0.18 -0.87  -0.167
C 0.74 -0.51 -0.14  0.034
C -0.58 -0.53 0.00  -0.318
C 2.06 -0.58 -0.14  -0.482
S -2.73 1.60 -0.10  0.183
H -0.93 -0.95 0.88  0.204
H 2.60 -1.53 -0.21  0.224
H 2.77 0.29 -0.01  0.226
H -1.71 2.03 0.60  0.096


ORCA calculation (wB97M-V/def2-TZVPD) on one molecule with the formula C7H10N2S at a distorted geometry.

The energy above the lowest of the compared OMol25 structures with the same formula, charge and spin is 94.53 kcal per mole. The calculated total energy is -21231.814 eV. Its SMILES is CS(=N)(=N)c1ccccc1. The net charge is 0.

Last column: natural (NBO) charge in e.
Geometry (Å):
C -1.57 0.13 -1.36  -0.819
S -1.49 -0.35 0.36  1.675
N -2.20 1.13 0.97  -1.109
N -2.08 -1.77 0.72  -1.123
C 0.34 -0.40 0.39  -0.239
C 0.79 0.77 1.02  -0.215
C 2.13 1.03 0.94  -0.188
C 2.95 0.14 0.19  -0.194
C 2.43 -0.93 -0.49  -0.219
C 1.14 -1.26 -0.33  -0.201
H -0.64 0.52 -1.49  0.226
H -1.54 -0.82 -2.00  0.245
H -2.32 0.87 -1.38  0.274
H -2.57 1.07 1.90  0.354
H -3.04 -1.72 0.93  0.374
H 0.28 1.36 1.71  0.254
H 2.73 1.91 1.41  0.226
H 3.93 0.56 -0.02  0.214
H 3.15 -1.48 -1.05  0.223
H 0.70 -2.14 -0.87  0.241